[1]
Density functional theory data (ωB97M-V/def2-TZVPD) for C3H6O5Sn as an isolated structure in a non-equilibrium geometry.

Values from the calculation:
- multiplicity = 2
- expectation value of S² = 0.754
- net charge = -1
- highest occupied orbital energy (spin up / spin down) (Eh) = -0.1332 / -0.1434

```
15
Properties=species:S:1:pos:R:3:mulliken_spin:R:1
C -0.466 1.116 0.780 0.000
C 0.087 -0.261 0.425 -0.004
O -0.980 -1.221 0.480 0.015
C -0.730 -2.473 0.149 -0.011
O 0.425 -2.850 -0.195 -0.024
O -1.714 -3.264 0.070 -0.018
O 0.529 2.067 0.759 0.000
Sn -0.371 -4.623 -0.446 1.042
H -0.941 1.041 1.781 0.000
H -1.295 1.337 0.068 0.000
H 0.872 -0.552 1.138 0.000
H 0.516 -0.252 -0.587 0.000
H 0.954 3.021 -0.662 0.000
O 1.283 3.732 -1.600 0.000
H 1.832 3.181 -2.162 0.000
```

[2]
Density functional theory data (ωB97M-V/def2-TZVPD) for a 11-piece molecular cluster, C35H56N14O3 overall in a non-equilibrium geometry.

Values from the calculation:
- multiplicity = 1
- net charge = 0
- SMILES string = c1cc[nH]c1.c1cc[nH]c1.c1cc[nH]c1.c1cc[nH]c1.c1cc[nH]c1.c1cc[nH]c1.NC(N)=O.NC(N)=O.NC(N)=O.CCCC#N.CCCC#N
- highest occupied orbital energy (Eh) = -0.2742

```
108
Properties=species:S:1:pos:R:3:lowdin_charge:R:1
C -4.590 -25.462 20.570 -0.660
O -4.435 -24.833 21.622 -0.053
N -4.055 -25.110 19.370 0.163
N -5.206 -26.665 20.541 0.212
H -3.354 -24.398 19.284 0.063
H -4.480 -25.425 18.519 0.063
H -5.192 -27.167 19.671 0.052
H -5.482 -27.080 21.421 0.070
C -3.890 -30.001 18.650 -0.664
O -4.546 -29.006 18.923 -0.005
N -3.478 -30.275 17.384 0.183
N -3.489 -30.927 19.546 0.166
H -3.559 -29.606 16.639 0.073
H -2.876 -31.070 17.265 0.097
H -3.698 -30.739 20.511 0.098
H -2.862 -31.677 19.326 0.101
C -1.725 -27.406 22.420 -0.700
O -0.899 -27.937 23.152 0.000
N -2.261 -28.035 21.330 0.166
N -2.156 -26.134 22.618 0.172
H -2.867 -27.549 20.695 0.064
H -1.848 -28.937 21.186 0.089
H -2.947 -25.687 22.150 0.049
H -1.653 -25.643 23.334 0.104
C -0.992 -23.311 15.240 -0.109
C -0.024 -23.070 16.395 -0.259
C 0.509 -24.353 17.055 -0.182
C -0.563 -25.205 17.547 -0.196
N -1.419 -25.893 17.879 0.172
H -1.275 -22.326 14.858 0.073
H -1.898 -23.779 15.623 0.037
H -0.525 -23.833 14.405 0.076
H -0.516 -22.469 17.169 0.111
H 0.805 -22.404 16.146 0.109
H 1.206 -24.051 17.838 0.121
H 1.150 -24.878 16.343 0.121
C -5.733 -24.520 13.794 -0.090
C -5.230 -23.084 13.881 -0.249
C -5.481 -22.392 15.226 -0.178
C -4.685 -22.902 16.336 -0.184
N -4.079 -23.290 17.231 0.191
H -5.136 -25.257 14.333 0.051
H -5.668 -24.891 12.768 0.076
H -6.787 -24.521 14.074 0.080
H -5.795 -22.448 13.195 0.108
H -4.183 -23.021 13.581 0.106
H -6.540 -22.382 15.486 0.108
H -5.187 -21.338 15.170 0.124
N -7.924 -21.309 19.038 0.031
C -8.335 -22.035 17.953 -0.160
C -8.011 -23.354 18.153 -0.109
C -7.295 -23.410 19.386 -0.105
C -7.275 -22.144 19.897 -0.148
H -8.125 -20.333 19.146 0.147
H -8.843 -21.561 17.129 0.103
H -8.223 -24.164 17.474 0.089
H -6.975 -24.307 19.892 0.073
H -6.777 -21.775 20.779 0.101
N -6.535 -23.894 22.970 0.033
C -7.399 -22.877 23.286 -0.149
C -7.083 -22.442 24.540 -0.114
C -6.012 -23.250 25.025 -0.099
C -5.674 -24.103 24.005 -0.193
H -6.373 -24.333 22.080 0.099
H -8.273 -22.724 22.675 0.101
H -7.694 -21.811 25.167 0.086
H -5.683 -23.281 26.051 0.088
H -4.882 -24.833 24.004 0.100
N -4.093 -22.141 20.714 0.025
C -4.041 -20.944 20.048 -0.174
C -3.759 -19.953 20.952 -0.124
C -3.422 -20.599 22.165 -0.107
C -3.753 -21.927 22.032 -0.117
H -4.368 -22.968 20.221 0.077
H -4.131 -20.851 18.978 0.091
H -3.623 -18.929 20.641 0.084
H -3.185 -20.134 23.109 0.088
H -3.809 -22.739 22.734 0.087
N -7.567 -28.738 22.299 0.030
C -6.240 -29.126 22.337 -0.133
C -5.607 -28.297 23.228 -0.143
C -6.547 -27.426 23.803 -0.095
C -7.750 -27.742 23.205 -0.131
H -8.315 -29.091 21.729 0.100
H -5.944 -29.915 21.668 0.101
H -4.560 -28.356 23.492 0.099
H -6.369 -26.581 24.442 0.079
H -8.736 -27.358 23.420 0.111
N -8.771 -29.917 18.971 0.025
C -9.669 -29.240 19.784 -0.149
C -9.256 -27.933 19.872 -0.123
C -8.063 -27.811 19.117 -0.108
C -7.809 -29.038 18.585 -0.144
H -8.912 -30.869 18.689 0.143
H -10.517 -29.790 20.160 0.108
H -9.732 -27.173 20.470 0.101
H -7.436 -26.945 18.996 0.075
H -6.947 -29.331 18.006 0.096
N -3.816 -27.063 16.092 0.012
C -5.066 -27.582 16.244 -0.163
C -5.343 -28.287 15.099 -0.119
C -4.222 -28.199 14.235 -0.110
C -3.277 -27.431 14.889 -0.144
H -3.385 -26.303 16.599 0.085
H -5.624 -27.450 17.152 0.085
H -6.187 -28.928 14.895 0.095
H -4.168 -28.665 13.266 0.089
H -2.253 -27.188 14.663 0.105
```

[3]
Density functional theory data (ωB97M-V/def2-TZVPD) for C30H39N4O2OsSb as an isolated structure.

Values from the calculation:
- multiplicity = 5
- expectation value of S² = 6.033
- net charge = +2
- highest occupied orbital energy (spin up / spin down) (Eh) = -0.5028 / -0.5382

```
77
Properties=species:S:1:pos:R:3:mulliken_spin:R:1
Os 0.007 -0.331 0.290 2.771
O -3.491 0.684 -1.419 0.036
C -2.535 0.079 -1.038 0.028
N -1.990 0.083 0.261 0.175
C -2.802 -0.097 1.370 0.265
C -4.178 0.078 1.427 -0.051
C -4.808 -0.150 2.633 0.182
C -4.101 -0.539 3.809 0.059
C -2.755 -0.712 3.779 0.061
C -2.079 -0.524 2.540 0.171
N -0.750 -0.588 2.352 0.413
C 0.096 -0.078 3.361 -0.016
O 0.207 -0.442 4.493 0.036
C 0.733 1.183 2.834 -0.018
C 1.176 2.169 3.677 0.003
C 1.566 3.385 3.129 0.003
C 1.489 3.560 1.759 -0.003
C 1.051 2.513 0.968 -0.052
N 0.685 1.340 1.497 0.101
C -1.818 -0.931 -1.894 0.004
C -2.355 -1.401 -3.060 -0.005
C -1.787 -2.532 -3.638 0.028
C -0.719 -3.147 -3.008 -0.025
C -0.198 -2.584 -1.859 -0.019
N -0.719 -1.476 -1.322 -0.101
H -4.733 0.422 0.567 0.003
H -5.880 -0.010 2.696 0.006
H -4.646 -0.695 4.730 0.004
H -2.194 -1.013 4.652 -0.006
H 1.183 1.978 4.742 0.001
H 1.911 4.190 3.766 0.000
H 1.759 4.496 1.290 0.000
H 0.980 2.612 -0.106 0.012
H -3.224 -0.904 -3.473 0.001
H -2.197 -2.941 -4.553 0.000
H -0.272 -4.050 -3.402 0.001
H 0.648 -3.009 -1.350 0.033
C 5.694 -0.367 0.384 0.002
C 4.257 0.129 0.577 -0.024
C 4.071 1.423 -0.221 -0.005
C 4.080 0.404 2.065 -0.006
Sb 2.685 -1.271 -0.046 -0.049
C 3.125 -1.796 -2.138 -0.029
C 2.299 -0.824 -2.984 0.016
C 2.818 -3.253 -2.499 -0.006
C 4.608 -1.619 -2.458 0.007
C 2.770 -3.006 1.257 -0.020
C 2.209 -2.592 2.620 -0.005
C 4.208 -3.498 1.416 -0.001
C 1.886 -4.129 0.715 0.001
H 6.345 0.372 0.865 0.000
H 6.002 -0.425 -0.649 -0.001
H 5.895 -1.319 0.863 0.001
H 4.776 2.171 0.163 0.000
H 3.074 1.843 -0.125 0.008
H 4.277 1.308 -1.282 0.000
H 4.759 1.218 2.345 0.000
H 4.348 -0.457 2.677 0.000
H 3.076 0.712 2.328 -0.001
H 1.227 -0.937 -2.829 0.012
H 2.498 -1.015 -4.045 0.001
H 2.562 0.220 -2.791 0.003
H 1.762 -3.500 -2.505 0.000
H 3.347 -3.965 -1.866 0.000
H 3.177 -3.421 -3.521 0.000
H 4.953 -0.597 -2.355 -0.001
H 4.744 -1.897 -3.510 -0.002
H 5.249 -2.278 -1.875 0.000
H 2.751 -1.767 3.080 -0.002
H 2.286 -3.447 3.303 -0.001
H 1.151 -2.333 2.567 0.009
H 4.823 -2.792 1.969 0.000
H 4.698 -3.718 0.464 0.000
H 4.194 -4.428 1.995 -0.001
H 0.830 -3.847 0.698 -0.003
H 1.960 -4.981 1.400 -0.001
H 2.178 -4.487 -0.270 -0.002
```

[4]
Density functional theory data (ωB97M-V/def2-TZVPD) for a 2-piece molecular cluster, C5H12NS2 overall in a non-equilibrium geometry.

Values from the calculation:
- multiplicity = 1
- net charge = +1
- highest occupied orbital energy (Eh) = -0.4552

```
20
Properties=species:S:1:pos:R:3:lowdin_charge:R:1
C 0.483 0.364 0.224 -0.211
C -2.513 -0.982 -0.679 -0.500
C 1.410 -1.869 0.978 -0.117
C -0.468 2.580 -0.236 0.021
C 1.779 -0.441 0.491 -0.521
N 0.501 1.598 0.321 -0.012
S -3.705 -0.104 -0.139 0.781
S 2.120 -0.609 -1.420 0.807
H -0.382 -0.214 -0.067 0.056
H -2.654 -1.843 -1.316 -0.032
H 2.449 -2.321 0.677 0.109
H 0.542 -2.223 0.403 0.077
H 1.386 -1.871 2.120 0.110
H -1.297 2.465 0.459 0.100
H 0.043 3.527 -0.320 0.097
H -0.618 2.170 -1.257 0.115
H 2.666 0.228 0.795 0.132
H 1.299 2.108 0.875 0.223
H -4.924 -0.665 -0.485 -0.092
H 1.884 -1.898 -1.425 -0.143
```

For the records above, the corresponding E_tot values read -19276.235; -64209.020; -50786.877; -28529.115 eV.